ORCA calculation (ωB97M-V with the def2-TZVPD basis set) on a structure of composition C12H16Cl2O20Pd.

Computed properties:
**Total charge**: 0
**2S+1**: 3
**⟨S²⟩**: 2.01
**Lowest unoccupied orbital energy (spin up / spin down)**: -2.61 / -5.40 eV
**Energy relative to the best compared isomer or geometry (same formula, charge and spin)**: 8.0486 eV

The geometry in XYZ format:
```
51
Properties=species:S:1:pos:R:3:mulliken_spin:R:1
Pd 0.39638 -0.21162 -3.07723 0.97
Cl 1.02102 -4.93339 -4.20532 -0.08
O -0.26626 -4.24626 -4.23731 0.64
O 1.83921 -3.81683 -4.09607 0.33
O 1.01325 -5.76037 -3.06697 0.08
O 1.25691 -5.70092 -5.39547 0.03
Cl 1.07973 2.40298 -6.71126 0.00
O 1.69031 2.44042 -8.00312 0.00
O 1.98234 2.20387 -5.58436 0.02
O 0.25499 3.56208 -6.43300 0.00
O 0.22472 1.24509 -6.61861 0.01
C -6.43394 -2.35963 -0.61676 0.00
C -5.98947 -1.28973 0.43325 0.00
O -5.08971 -0.53092 -0.34076 0.00
C -4.80552 -1.07013 -1.52668 0.00
O -3.97413 -0.58622 -2.27079 0.00
O -5.75867 -2.00676 -1.80991 0.00
H -7.49980 -2.43505 -0.83204 0.00
H -6.10324 -3.35115 -0.30755 0.00
H -5.57035 -1.80758 1.29597 0.00
H -6.85951 -0.67214 0.65622 0.00
C -0.34528 6.35749 1.23801 0.00
C -1.10776 6.84359 -0.01560 0.00
O -1.14627 5.58044 -0.71046 0.00
C -0.42187 4.60193 -0.06996 0.00
O -0.44640 3.39563 -0.35041 0.00
O 0.07364 5.03000 0.97488 0.00
H -0.99177 6.28681 2.11274 0.00
H 0.54792 6.90894 1.53158 0.00
H -0.65431 7.65671 -0.58245 0.00
H -2.12704 7.08922 0.28245 0.00
C 6.16588 0.18678 2.98242 0.00
C 7.31328 0.39810 1.97107 0.00
O 6.58629 0.79139 0.80915 0.00
C 5.31031 0.29110 0.87549 0.00
O 4.47302 0.35007 0.01490 0.00
O 5.13026 -0.15840 2.08918 0.00
H 5.92276 1.11651 3.49682 0.00
H 6.37660 -0.58383 3.72395 0.00
H 7.89229 -0.49761 1.74622 0.00
H 7.97271 1.21402 2.26693 0.00
C -0.34034 -3.65779 4.59217 0.00
C -1.82180 -3.47378 4.19957 0.00
O -1.77349 -3.24453 2.76928 0.00
C -0.50690 -2.94145 2.40768 0.00
O -0.15828 -2.49392 1.32616 0.00
O 0.36117 -3.19136 3.48265 0.00
H -0.13292 -4.68229 4.90114 0.00
H 0.07587 -3.18459 5.48152 0.00
H -2.37046 -2.65452 4.66420 0.00
H -2.26556 -4.41057 4.53660 0.00
```